# 1
{"formula": "C5H16N2O2", "method": "ωB97M-V/def2-TZVPD", "symbols": ["C", "O", "C", "C", "C", "C", "N", "N", "H", "H", "H", "H", "H", "H", "H", "H", "H", "H", "H", "H", "H", "H", "H", "H", "O"], "positions_angstrom": [[-1.203, 0.612, -1.188], [-1.787, 1.701, -1.862], [0.377, 0.734, -0.984], [0.744, -0.370, 0.128], [-0.294, -1.473, 0.439], [-0.547, -1.756, 1.856], [-1.619, -1.012, 2.443], [1.025, 0.489, -2.277], [-1.745, 0.504, -0.261], [-1.133, -0.171, -1.946], [-1.484, 2.625, -1.486], [0.719, 1.801, -0.854], [1.708, -0.952, 0.028], [1.077, 0.087, 1.106], [-1.249, -1.598, -0.131], [0.158, -2.354, 0.036], [0.396, -1.764, 2.563], [-0.941, -2.764, 1.899], [-1.458, 0.028, 2.689], [-2.449, -0.963, 1.901], [0.432, 0.005, -2.919], [1.825, -0.155, -2.116], [2.174, 1.775, 0.869], [2.424, 2.628, -0.405], [2.848, 2.344, 0.471]], "forces_ev_per_a": [[2.3977, 1.7723, -0.5568], [0.6973, 3.1977, 0.3066], [-0.5173, -0.5055, 0.2173], [0.9827, 1.0340, 0.9166], [0.5333, -0.7066, -1.9307], [0.5764, -0.6463, 2.1119], [0.1104, 3.6269, 2.2914], [1.5395, -1.0277, 0.3514], [0.0361, -0.8390, 0.1866], [-1.3768, -0.6220, 0.6442], [-0.7683, -2.9990, -0.9083], [-0.8476, -1.0569, 1.2319], [-0.7593, 0.8866, -1.1284], [-1.1115, 0.2069, -0.6433], [0.5389, 1.1561, 0.5310], [0.6681, -0.9439, -0.1523], [-1.7350, 0.2859, -1.4941], [0.2895, -0.6087, 0.0731], [0.2765, -2.3405, -0.5532], [-0.6482, -0.4872, -0.7574], [-0.4857, -0.2592, -0.4661], [-0.6353, 0.7788, -0.3148], [0.1863, 0.1702, -0.1119], [1.0602, -0.6247, 1.9207], [-1.0078, 0.5518, -1.7657]], "lumo_energy_ha": 0.0217, "homo_ev": -9.3, "smiles": "NCCC[C@@H](N)CO.O", "relative_energy_ev": 3.317, "gap_ev": 9.90}



# 2
{"formula": "C5H16N2OPdSe4", "method": "ωB97M-V/def2-TZVPD", "symbols": ["Pd", "Se", "Se", "Se", "Se", "N", "C", "C", "C", "C", "N", "H", "H", "H", "H", "H", "H", "H", "H", "H", "H", "H", "H", "C", "O", "H", "H", "H", "H"], "positions_angstrom": [[0.623, 0.633, -0.781], [3.199, 0.170, -0.521], [4.177, 2.139, -0.629], [2.400, 3.817, -1.567], [0.665, 2.647, -2.306], [-1.758, 0.556, -1.095], [-2.447, -0.081, 0.038], [-1.986, -1.514, 0.297], [-0.482, -1.650, 0.607], [0.357, -2.344, -0.479], [0.484, -1.514, -1.687], [-2.110, 1.508, -1.215], [-1.977, 0.052, -1.958], [-3.531, -0.087, -0.141], [-2.261, 0.523, 0.931], [-2.253, -2.151, -0.545], [-2.565, -1.864, 1.152], [-0.360, -2.240, 1.516], [-0.053, -0.637, 0.810], [-0.092, -3.314, -0.715], [1.356, -2.535, -0.070], [-0.333, -1.628, -2.289], [1.300, -1.788, -2.233], [1.473, 1.659, 2.369], [0.961, 2.169, 1.126], [0.680, 1.246, 2.995], [1.980, 2.458, 2.912], [2.183, 0.864, 2.133], [0.371, 2.904, 1.348]], "forces_ev_per_a": [[-0.5854, -0.4964, -0.0896], [-0.2208, 0.1017, -0.0463], [-0.8008, 0.7490, -0.4147], [0.7430, -0.6201, 0.2635], [0.3020, -0.1134, 0.0778], [0.7293, 0.3084, -0.1665], [-0.4328, -0.3156, 0.4091], [0.1734, 0.4591, 0.0095], [-0.0035, -0.2157, -0.4075], [-0.1647, -0.1906, 0.6998], [0.0763, 0.6365, -0.2168], [0.0406, -0.2689, -0.0263], [0.0553, 0.2359, 0.1800], [0.1962, 0.0618, 0.0769], [-0.0270, -0.0061, -0.1284], [-0.0935, -0.1154, -0.1128], [0.0084, -0.0894, -0.0937], [0.1497, 0.2151, 0.0894], [-0.0304, -0.2955, 0.3392], [0.1136, 0.0625, -0.0062], [-0.1176, 0.0349, -0.2206], [0.2688, 0.0624, 0.0656], [-0.2252, 0.0241, -0.0124], [0.1634, -0.1765, 0.3663], [-0.3456, 0.0103, -0.2933], [-0.0121, 0.0364, -0.0882], [0.0338, -0.1103, -0.0370], [-0.0409, 0.1446, 0.0371], [0.0464, -0.1288, -0.2541]], "total_charge": 2, "multiplicity": 5, "lumo_energy_ha": [-0.3120, -0.3633], "homo_ev": [-15.5, -16.6], "gap_ev": [7.03, 6.70], "s2": 6.02}



# 3
{"formula": "C5H16N2OS", "method": "ωB97M-V/def2-TZVPD", "symbols": ["C", "N", "C", "C", "S", "C", "N", "C", "H", "H", "H", "H", "H", "H", "H", "H", "H", "H", "H", "H", "H", "H", "H", "H", "O"], "positions_angstrom": [[2.361, 0.643, -0.297], [1.317, 0.104, 0.534], [0.111, -0.656, -0.043], [-0.972, 0.307, -0.534], [-1.990, -0.358, -1.919], [-0.396, -1.434, 1.206], [-0.777, -2.785, 0.769], [2.095, 2.028, -1.039], [3.223, 0.827, 0.336], [2.515, -0.085, -1.110], [0.963, 0.737, 1.259], [0.585, -1.264, -0.805], [-1.574, 0.711, 0.288], [-0.570, 1.275, -0.864], [-1.743, -1.617, -1.642], [0.385, -1.501, 1.998], [-1.309, -0.998, 1.606], [-1.731, -2.953, 1.035], [-0.140, -3.555, 0.867], [2.557, 1.810, -1.993], [2.589, 2.834, -0.499], [1.057, 2.234, -1.251], [0.370, 2.276, 1.811], [-0.236, 2.648, 3.116], [0.439, 2.068, 2.762]], "forces_ev_per_a": [[-0.2479, -0.5918, -0.5010], [-2.4617, 1.8713, -1.8475], [1.8572, 0.7515, 2.0449], [-0.0654, 1.4933, -0.4195], [0.4214, 0.8683, 0.4200], [0.4644, -2.3775, -0.3808], [-0.6633, 1.1635, -0.2948], [0.1035, -0.8110, 0.4705], [0.3220, -0.3413, -0.0724], [0.3566, 0.0893, 0.6694], [0.6977, -0.5487, 0.6680], [-0.5381, -0.3525, -0.1730], [-0.2278, -0.9234, 0.1787], [0.2233, -0.5602, -0.6037], [0.0034, -0.8199, 0.2227], [-0.5133, 0.3753, -0.4663], [0.3092, 0.4108, 0.0745], [0.1331, -0.7380, 0.0226], [0.0170, 0.0220, 0.3764], [0.2860, 0.5556, -0.2070], [-0.1783, 0.0102, -0.2051], [-0.1803, 0.1026, 0.1804], [0.0658, 0.3838, 0.6069], [-0.2502, 0.1375, 0.5478], [0.0656, -0.1709, -1.3116]], "total_charge": 1, "multiplicity": 2, "lumo_energy_ha": [-0.1043, -0.2749], "homo_ev": [-12.9, -12.8], "relative_energy_ev": 0.000, "gap_ev": [10.02, 5.32], "s2": 0.76}



# 4
{"formula": "C5H16N3", "method": "ωB97M-V/def2-TZVPD", "symbols": ["C", "C", "C", "N", "N", "N", "H", "H", "H", "H", "H", "H", "H", "H", "H", "H", "C", "C", "H", "H", "H", "H", "H", "H"], "positions_angstrom": [[-1.143, -1.132, -1.251], [-0.742, -2.153, -2.381], [-0.563, 1.206, -0.514], [-0.357, 0.133, -1.364], [-1.680, 1.445, 0.298], [0.216, 2.315, -0.590], [-2.317, -0.884, -1.348], [-0.960, -1.712, -0.227], [0.285, -2.684, -2.245], [-0.882, -1.736, -3.380], [0.287, 0.078, -2.141], [-2.307, 0.671, 0.481], [-1.581, 2.238, 0.863], [1.129, 2.266, -1.052], [0.025, 3.072, 0.043], [-1.560, -2.824, -2.371], [1.402, -0.737, 2.348], [1.643, 0.761, 1.954], [0.466, -0.868, 2.884], [1.336, -1.309, 1.446], [2.249, -1.184, 2.946], [2.719, 0.745, 1.584], [1.486, 1.388, 2.781], [0.851, 0.906, 1.233]], "forces_ev_per_a": [[-1.3427, -1.1120, 0.8223], [0.9308, 0.8459, 0.7399], [-0.8365, 1.2540, -1.4368], [-1.7055, 0.3468, 2.7090], [2.1710, -3.3386, -2.8676], [0.4324, -1.5360, -0.8857], [2.6833, -0.5406, 0.2175], [-0.3698, 1.6688, -1.9480], [-1.9500, 1.0861, -0.1788], [0.6170, 0.3937, 0.0072], [0.3734, 0.9158, 0.3669], [0.0104, 0.5121, 0.3089], [-0.4163, 0.7860, 1.1859], [-0.6647, 0.1894, 0.4534], [0.2868, 0.1275, -0.1397], [-0.4254, -1.3952, 0.2873], [1.0361, 0.3670, 0.9865], [1.0944, -3.1366, -0.5431], [-0.0314, -0.0324, 0.2064], [0.0014, -0.5025, -0.6032], [-1.0005, 0.5942, -0.4847], [-1.5865, 0.8461, 0.0558], [0.1234, 1.0212, 1.0553], [0.5690, 0.6394, -0.3146]], "total_charge": 1, "lumo_energy_ha": -0.1128, "homo_ev": -14.6, "relative_energy_ev": 1.698, "gap_ev": 11.56}



# 5
{"formula": "C5H16N3", "method": "ωB97M-V/def2-TZVPD", "symbols": ["N", "C", "C", "N", "C", "C", "N", "C", "H", "H", "H", "H", "H", "H", "H", "H", "H", "H", "H", "H", "H", "H", "H", "H"], "positions_angstrom": [[0.300, 1.289, -1.509], [0.165, 2.054, -0.261], [-0.860, 1.425, 0.710], [-0.595, 0.004, 1.112], [0.641, -0.079, 1.882], [0.743, -1.532, 2.381], [0.178, -1.414, -1.543], [-0.848, -1.319, -2.490], [-0.449, -0.547, 0.265], [0.916, 1.750, -2.167], [0.347, 0.248, -1.486], [1.092, 2.196, 0.288], [-0.217, 2.986, -0.693], [-1.042, 1.985, 1.622], [-1.763, 1.396, 0.076], [0.326, -2.236, 1.660], [1.599, 0.250, 1.427], [0.440, 0.564, 2.748], [1.614, -1.824, 2.973], [-0.045, -1.614, 3.166], [1.083, -1.795, -1.839], [-1.458, -0.441, -2.210], [-1.527, -2.193, -2.548], [-0.642, -1.152, -3.563]], "forces_ev_per_a": [[-0.5049, 0.4897, 0.4451], [0.0763, -1.2637, 0.3972], [-1.1427, -1.1510, -1.5402], [1.4412, 1.7088, -1.5254], [0.0080, -0.9007, 1.4106], [-1.7963, 0.3209, 1.6701], [-0.6055, -0.4626, 0.2381], [0.3123, 1.4339, -1.1117], [-0.4401, -0.1216, 0.3055], [0.3631, -0.3938, 0.0243], [-0.0071, 0.0448, 0.0983], [0.5094, 0.4393, -0.4913], [-0.0864, 0.3149, 0.6305], [0.1592, 0.3477, -0.1769], [-0.1626, 0.0343, 0.7411], [0.9271, -0.1980, -0.3025], [-0.6156, -0.0361, -0.3187], [0.5233, 0.0271, -0.0704], [0.3529, 0.0107, -0.9184], [0.2884, 0.1420, -0.3934], [-0.0349, 0.1631, -0.5546], [-0.4202, -0.4127, 0.4064], [0.0249, -0.1188, 0.7949], [0.8302, -0.4184, 0.2416]], "total_charge": 1, "lumo_energy_ha": -0.3220, "homo_ev": -13.0, "relative_energy_ev": 7.643, "gap_ev": 4.21}



# 6
{"formula": "C5H16N3", "method": "ωB97M-V/def2-TZVPD", "symbols": ["C", "C", "C", "N", "N", "N", "H", "H", "H", "H", "H", "H", "H", "H", "H", "H", "C", "C", "H", "H", "H", "H", "H", "H"], "positions_angstrom": [[0.021, -0.892, -0.738], [1.220, -0.105, -1.422], [-2.137, 0.159, -1.519], [-1.100, -0.054, -0.587], [-2.122, -0.475, -2.663], [-3.082, 1.000, -1.161], [-0.250, -1.784, -1.307], [0.334, -1.186, 0.272], [1.526, 0.699, -0.759], [0.955, 0.287, -2.394], [-1.151, 0.489, 0.283], [-1.366, -1.093, -2.929], [-2.868, -0.331, -3.342], [-3.071, 1.474, -0.261], [-3.871, 1.185, -1.767], [2.017, -0.830, -1.491], [2.102, 0.452, 2.046], [1.643, -0.107, 3.394], [2.598, -0.316, 1.443], [1.252, 0.871, 1.483], [2.794, 1.263, 2.180], [1.238, 0.682, 4.009], [2.472, -0.556, 3.935], [0.847, -0.832, 3.294]], "forces_ev_per_a": [[-0.6006, -0.6334, 0.4140], [0.2371, 0.5588, 0.1869], [-0.2649, 0.1591, 0.0201], [0.0041, 0.1814, 0.0290], [0.0734, 0.0258, 0.0143], [0.4192, -0.1698, 0.2708], [0.1583, 0.0938, -0.2118], [0.2241, 0.1753, -0.1255], [-0.0085, 0.0504, 0.0487], [-0.1913, -0.0523, -0.2362], [0.0514, 0.0209, -0.1558], [-0.1233, 0.0141, -0.0601], [0.1906, -0.1051, 0.0613], [-0.1071, -0.0283, -0.1601], [-0.1415, 0.1014, -0.0297], [0.1860, -0.3701, -0.0442], [-0.3906, -0.4841, 0.1207], [0.1355, 0.2616, -0.2423], [-0.0441, 0.0614, -0.0321], [-0.0188, -0.0179, -0.0114], [0.3703, 0.3430, 0.0033], [-0.0226, 0.3139, 0.2444], [-0.0261, -0.0690, -0.0244], [-0.1106, -0.4310, -0.0800]], "total_charge": 2, "multiplicity": 2, "lumo_energy_ha": [-0.2955, -0.5027], "homo_ev": [-17.6, -17.6], "relative_energy_ev": 1.418, "gap_ev": [9.58, 3.94], "s2": 0.76}